(1)
# CH7N4S

An isolated ion of composition CH7N4S and charge +1 in a non-equilibrium geometry (wB97M-V/def2-TZVPD, the OMol25 dataset).

```
! wB97M-V def2-TZVPD RIJCOSX def2/J DEFGRID3
* xyz 1 3
C 1.239 -0.203 0.147
N 2.255 -0.976 -0.259
N -3.074 -0.046 -0.143
N 1.393 1.108 0.476
N -1.821 0.323 0.085
S -0.269 -1.069 0.466
H 3.270 -0.705 -0.401
H -1.740 0.512 1.153
H -3.253 -0.480 -1.018
H -3.593 -0.297 0.664
H 0.714 1.763 0.837
H 2.285 -1.990 -0.489
H 2.131 1.681 0.168
*
```

Properties
E_HOMO (spin up / spin down)	-10.93 / -13.64	eV
HOMO-LUMO gap (spin up / spin down)	7.70 / 7.40	eV
total energy	-659.1194	Eh
molecular weight	107.2	g mol⁻¹
max |F|	0.06946	Eh/bohr

(2)
# CH7NO

A 5-piece molecular cluster, CH7NO overall in a non-equilibrium geometry (wB97M-V/def2-TZVPD, the OMol25 dataset).

```
! wB97M-V def2-TZVPD RIJCOSX def2/J DEFGRID3
* xyz 0 1
O 1.470 -1.573 0.243
H 1.547 -0.804 0.846
C -1.168 -0.078 -0.152
N -0.379 0.453 -1.287
H -1.529 1.577 2.497
H -0.191 -0.921 -1.507
H -1.540 2.391 2.112
H 1.828 -2.517 0.643
H -0.698 1.141 -2.135
H 0.661 0.331 -1.261
*
```

Properties
E_HOMO	-6.25	eV
HOMO-LUMO gap	6.50	eV
total energy	-171.9121	Eh
molecular weight	49.1	g mol⁻¹
max |F|	0.08875	Eh/bohr

(3)
# CH7NO2

A 2-piece molecular cluster, CH7NO2 overall in a non-equilibrium geometry (wB97M-V/def2-TZVPD, the OMol25 dataset).

```
! wB97M-V def2-TZVPD RIJCOSX def2/J DEFGRID3
* xyz 0 1
N -0.976 0.473 -0.106
C -0.121 -0.504 -0.716
O -0.360 -0.725 -2.094
H -1.038 1.268 -0.708
H -1.876 0.097 0.149
H 0.926 -0.193 -0.634
H -0.128 -1.461 -0.181
H -1.293 -0.894 -2.264
O 1.482 0.609 2.558
H 1.393 1.531 2.290
H 0.839 0.147 2.010
*
```

Properties
E_HOMO	-10.09	eV
HOMO-LUMO gap	10.80	eV
total energy	-247.5187	Eh
molecular weight	65.1	g mol⁻¹
structure (SMILES)	NCO.O
max |F|	0.02058	Eh/bohr

(4)
# CH7NO2

A 2-piece molecular cluster, CH7NO2 overall in a non-equilibrium geometry (wB97M-V/def2-TZVPD, the OMol25 dataset).

```
! wB97M-V def2-TZVPD RIJCOSX def2/J DEFGRID3
* xyz 1 2
N -0.241 1.550 -2.504
C -0.263 0.222 -1.618
O 1.201 -0.150 -1.748
H 0.644 1.600 -2.887
H -0.907 1.156 -3.203
H -0.440 0.484 -0.638
H -0.911 -0.494 -2.046
H 1.534 0.560 -1.302
H -0.344 -0.849 5.276
H 0.289 -2.303 5.384
O -0.562 -1.776 5.287
*
```

Properties
E_HOMO (spin up / spin down)	-13.42 / -13.42	eV
HOMO-LUMO gap (spin up / spin down)	9.41 / 3.15	eV
total energy	-247.0979	Eh
molecular weight	65.1	g mol⁻¹
max |F|	0.12288	Eh/bohr

(5)
# CH7NS

A 2-piece molecular cluster, CH7NS overall in a non-equilibrium geometry (wB97M-V/def2-TZVPD, the OMol25 dataset).

```
! wB97M-V def2-TZVPD RIJCOSX def2/J DEFGRID3
* xyz 0 1
C -0.141 -1.295 -0.389
N 0.536 -0.188 0.570
H 0.627 -1.485 -1.190
H -0.386 -2.238 0.112
H -0.861 -0.809 -0.962
H 1.509 -0.221 0.413
H 0.472 -0.608 1.467
S -0.655 2.305 -0.363
H -1.157 3.429 0.253
H 0.056 1.110 0.088
*
```

Properties
E_HOMO	-8.24	eV
HOMO-LUMO gap	8.92	eV
total energy	-495.1572	Eh
molecular weight	65.1	g mol⁻¹
structure (SMILES)	CN.S
max |F|	0.07822	Eh/bohr

(6)
# CH7Na8O7

CH7Na8O7 as an isolated structure in a non-equilibrium geometry (wB97M-V/def2-TZVPD, the OMol25 dataset).

```
! wB97M-V def2-TZVPD RIJCOSX def2/J DEFGRID3
* xyz 5 1
Na 9.701 -13.829 0.337
Na 8.814 -14.467 -3.439
Na 9.554 -16.912 0.809
Na 7.887 -19.467 -0.470
Na 6.708 -18.092 2.273
Na 5.154 -17.731 -2.273
Na 6.186 -15.289 0.980
Na 8.645 -17.903 -3.979
O 10.847 -13.811 -2.066
H 10.744 -14.304 -1.228
C 7.506 -16.258 -1.180
O 7.106 -17.209 -0.466
O 8.195 -15.377 -0.649
O 7.254 -16.313 -2.386
O 5.173 -16.891 -4.800
H 5.791 -16.196 -4.569
H 5.716 -17.574 -5.192
O 3.930 -17.938 0.461
H 4.648 -18.570 0.413
H 4.216 -17.299 1.114
O 6.141 -14.383 -4.192
H 6.364 -15.016 -3.509
H 6.613 -13.588 -3.944
*
```

Properties
E_HOMO	-22.25	eV
HOMO-LUMO gap	2.94	eV
total energy	-1865.3461	Eh
molecular weight	315.0	g mol⁻¹
max |F|	0.12817	Eh/bohr

(7)
# CH7O5

A 4-piece molecular cluster, CH7O5 overall in a non-equilibrium geometry (wB97M-V/def2-TZVPD, the OMol25 dataset).

```
! wB97M-V def2-TZVPD RIJCOSX def2/J DEFGRID3
* xyz -1 1
O 1.188 -0.095 -0.156
C 0.842 0.167 1.035
O -0.245 -0.145 1.581
H 1.671 0.589 1.501
H -3.336 0.862 1.284
H -2.011 0.238 2.036
O -2.724 1.008 2.032
H -1.312 -0.489 -0.634
H -1.901 -1.558 -1.663
O -2.098 -0.705 -1.288
H 3.332 0.374 -2.593
H 3.050 0.014 -1.199
O 3.545 -0.260 -1.937
*
```

Properties
E_HOMO	-5.09	eV
HOMO-LUMO gap	9.05	eV
total energy	-418.5682	Eh
molecular weight	99.1	g mol⁻¹
max |F|	0.07043	Eh/bohr

(8)
# CH7O5

A 4-piece molecular cluster, CH7O5 overall in a non-equilibrium geometry (wB97M-V/def2-TZVPD, the OMol25 dataset).

```
! wB97M-V def2-TZVPD RIJCOSX def2/J DEFGRID3
* xyz 0 2
O -0.021 0.924 0.604
C -1.125 0.399 0.434
O -1.327 -0.780 0.076
H -1.939 1.020 0.877
H -2.808 -0.898 -0.965
H -2.898 -0.500 -2.369
O -3.406 -0.686 -1.689
H 1.565 1.567 0.988
H 2.690 0.826 0.899
O 2.499 1.673 1.305
H 1.623 -0.896 0.284
H 2.586 -1.334 -0.701
O 2.560 -1.315 0.259
*
```

Properties
E_HOMO (spin up / spin down)	-11.35 / -11.34	eV
HOMO-LUMO gap (spin up / spin down)	11.46 / 5.92	eV
total energy	-418.3725	Eh
molecular weight	99.1	g mol⁻¹
max |F|	0.12806	Eh/bohr

(9)
# CH7O5

A 4-piece molecular cluster, CH7O5 overall in a non-equilibrium geometry (wB97M-V/def2-TZVPD, the OMol25 dataset).

```
! wB97M-V def2-TZVPD RIJCOSX def2/J DEFGRID3
* xyz 0 2
O 0.164 -1.500 -2.016
C -0.020 -0.270 -1.766
O -0.869 0.155 -0.989
H 0.657 0.471 -2.246
H -1.378 2.989 -2.090
H -0.912 1.828 -1.250
O -0.904 2.810 -1.285
H 2.143 -1.426 1.765
H 3.003 -1.589 2.925
O 2.055 -1.548 2.707
H -0.901 -0.959 2.008
H -1.339 -0.229 0.737
O -1.699 -0.732 1.501
*
```

Properties
E_HOMO (spin up / spin down)	-10.77 / -10.76	eV
HOMO-LUMO gap (spin up / spin down)	10.93 / 6.11	eV
total energy	-418.4034	Eh
molecular weight	99.1	g mol⁻¹
max |F|	0.04845	Eh/bohr

(10)
# CH7OS2

A 3-piece molecular cluster, CH7OS2 overall in a non-equilibrium geometry (wB97M-V/def2-TZVPD, the OMol25 dataset).

```
! wB97M-V def2-TZVPD RIJCOSX def2/J DEFGRID3
* xyz 1 1
O -2.512 -3.071 1.745
H 0.045 0.194 -0.552
H -2.189 -2.242 1.382
H -2.483 -3.078 2.710
C 2.498 2.125 0.026
S 1.167 1.600 -0.945
S -0.914 -0.758 -0.269
H 3.393 2.033 -0.533
H 2.421 1.798 1.070
H 2.379 3.220 0.190
H -1.084 -1.046 -1.571
*
```

Properties
E_HOMO	-14.11	eV
HOMO-LUMO gap	4.16	eV
total energy	-913.4536	Eh
molecular weight	99.2	g mol⁻¹
max |F|	0.02700	Eh/bohr

(11)
# CH7P3

One molecule with the formula CH7P3 in a non-equilibrium geometry (wB97M-V/def2-TZVPD, the OMol25 dataset).

```
! wB97M-V def2-TZVPD RIJCOSX def2/J DEFGRID3
* xyz 0 1
C 1.038 1.163 -0.092
P -0.542 0.444 -0.629
P -1.311 0.359 1.532
P 0.195 -1.589 -0.957
H 0.654 1.799 0.681
H 1.500 1.899 -0.691
H 1.797 0.397 0.198
H -2.198 -0.667 1.216
H -0.530 -0.443 2.346
H 0.463 -1.445 -2.287
H -1.067 -1.918 -1.316
*
```

Properties
E_HOMO	-8.72	eV
HOMO-LUMO gap	9.43	eV
total energy	-1066.2936	Eh
molecular weight	112.0	g mol⁻¹
structure (SMILES)	CP(P)#[PH2]
max |F|	0.03380	Eh/bohr

(12)
# CH8N

A 2-piece molecular cluster, CH8N overall (wB97M-V/def2-TZVPD, the OMol25 dataset).

```
! wB97M-V def2-TZVPD RIJCOSX def2/J DEFGRID3
* xyz 1 1
N 1.385 -0.587 0.054
H 0.498 -1.027 -0.215
H 1.903 -1.114 0.756
H 1.941 -0.487 -0.803
H 1.157 0.336 0.436
C -1.366 0.566 -0.040
H -2.306 1.089 -0.185
H -1.540 -0.469 -0.353
H -1.056 0.615 1.005
H -0.616 1.077 -0.654
*
```

Properties
E_HOMO	-17.86	eV
HOMO-LUMO gap	13.48	eV
total energy	-97.3793	Eh
molecular weight	34.1	g mol⁻¹
max |F|	0.00850	Eh/bohr

Question: What is the formula in the seventh record?
Answer: CH7O5

Copy entry 9 word for word.
# CH7O5

A 4-piece molecular cluster, CH7O5 overall in a non-equilibrium geometry (wB97M-V/def2-TZVPD, the OMol25 dataset).

```
! wB97M-V def2-TZVPD RIJCOSX def2/J DEFGRID3
* xyz 0 2
O 0.164 -1.500 -2.016
C -0.020 -0.270 -1.766
O -0.869 0.155 -0.989
H 0.657 0.471 -2.246
H -1.378 2.989 -2.090
H -0.912 1.828 -1.250
O -0.904 2.810 -1.285
H 2.143 -1.426 1.765
H 3.003 -1.589 2.925
O 2.055 -1.548 2.707
H -0.901 -0.959 2.008
H -1.339 -0.229 0.737
O -1.699 -0.732 1.501
*
```

Properties
E_HOMO (spin up / spin down)	-10.77 / -10.76	eV
HOMO-LUMO gap (spin up / spin down)	10.93 / 6.11	eV
total energy	-418.4034	Eh
molecular weight	99.1	g mol⁻¹
max |F|	0.04845	Eh/bohr